The following is a DFT calculation (ωB97M-V with the def2-TZVPD basis set) of C13H8F3NS3Tc as an isolated structure in a non-equilibrium geometry.

Geometry as XYZ:
```
29
Properties=species:S:1:pos:R:3:nbo_charge:R:1
Tc 1.1254 1.3189 -1.1592 0.41
F 1.4308 0.7157 3.7524 -0.31
C 0.2282 1.2805 3.9030 0.98
F -0.6407 0.3152 4.2289 -0.31
F 0.2972 2.1312 4.9321 -0.31
C -0.2184 1.9970 2.6533 -0.19
C -1.1946 2.9863 2.7470 -0.08
C -1.6465 3.6306 1.6110 -0.25
C -1.1064 3.2716 0.3895 0.10
N -0.1751 2.3233 0.2937 -0.53
C 0.2668 1.6827 1.3983 0.10
S 1.4843 0.5018 0.8890 0.20
H -1.5925 3.2481 3.7199 0.26
H -2.4041 4.3991 1.6676 0.25
H -1.4201 3.7415 -0.5333 0.22
S -0.4734 0.2334 -2.1708 0.33
C -0.2167 -1.5246 -2.1703 -0.24
C -1.1241 -2.2964 -1.4515 -0.20
C -0.9709 -3.6731 -1.4303 -0.19
C 0.0704 -4.2701 -2.1306 -0.17
C 0.9560 -3.4908 -2.8636 -0.21
C 0.8154 -2.1125 -2.8906 -0.15
H -1.9360 -1.8232 -0.9126 0.23
H -1.6697 -4.2811 -0.8683 0.23
H 0.1860 -5.3458 -2.1134 0.23
H 1.7555 -3.9583 -3.4244 0.23
H 1.4888 -1.5036 -3.4814 0.21
S 3.9902 0.0034 -2.6036 0.39
C 2.6941 0.4992 -1.9816 -0.25
```

Values from the calculation:
molecular weight	429.41	g/mol
multiplicity	1
energy above the lowest of the compared OMol25 structures with the same formula, charge and spin	0.241	eV
gap between HOMO and LUMO (spin up / spin down)	6.20 / 6.20	eV
charge	+1
total energy	-2129.63608	hartree

=====

The following is a DFT calculation (ωB97M-V with the def2-TZVPD basis set) of a 2-piece molecular cluster, C4H15NO2Si2 overall in a non-equilibrium geometry.

Geometry as XYZ:
```
24
Properties=species:S:1:pos:R:3:nbo_charge:R:1
C 0.3318 3.0140 -0.8206 -0.64
C -0.9435 -3.0622 0.0069 -0.63
C -1.1011 2.9831 -0.2879 -0.05
C -1.9757 -2.1891 0.7114 -0.05
N 1.7092 -0.0582 -0.7095 -1.52
O -1.5743 1.6585 -0.1918 -0.93
O -1.8518 -0.8617 0.2494 -0.92
Si 2.8916 -0.9432 0.1480 1.11
Si -0.9157 0.3701 0.4085 2.09
H 0.4032 2.8653 -1.8701 0.22
H 0.6842 3.9746 -0.6288 0.21
H 0.9214 2.3316 -0.1483 0.24
H -1.2120 -3.3326 -0.9835 0.22
H 0.0727 -2.5321 0.1019 0.24
H -0.9821 -4.0408 0.5272 0.21
H -1.8574 3.5608 -0.9557 0.20
H -1.0666 3.3553 0.7995 0.18
H -1.7662 -2.3056 1.7494 0.18
H -3.0337 -2.4355 0.4174 0.20
H 1.9671 0.4082 -1.5518 0.36
H 2.1791 -1.7107 1.1438 -0.24
H 3.7390 0.0603 0.9361 -0.22
H 3.7581 -1.9577 -0.7328 -0.21
H -0.3774 0.8476 1.6813 -0.23
```

Values from the calculation:
molecular weight	165.34	g/mol
multiplicity	1
energy above the lowest of the compared OMol25 structures with the same formula, charge and spin	4.428	eV
gap between HOMO and LUMO	7.60	eV
total energy	-945.55748	hartree

=====

The following is a DFT calculation (ωB97M-V with the def2-TZVPD basis set) of a 2-piece molecular cluster, CH5OS overall in a non-equilibrium geometry.

Geometry as XYZ:
```
8
Properties=species:S:1:pos:R:3:nbo_charge:R:1
C 1.2754 -0.2688 1.0095 -0.71
S -0.4532 -0.7966 0.4060 -0.79
H 1.2734 0.7084 1.1384 0.16
H 1.4990 -0.7905 2.0061 0.17
H 1.9791 -0.5437 0.1202 0.18
H -1.2846 1.0077 -1.4067 0.49
H -0.3331 2.1924 -1.0832 0.45
O -0.4418 1.4729 -1.6660 -0.96
```

Values from the calculation:
molecular weight	65.12	g/mol
multiplicity	1
energy above the lowest of the compared OMol25 structures with the same formula, charge and spin	1.113	eV
gap between HOMO and LUMO	6.39	eV
charge	-1
total energy	-514.51598	hartree

=====

The following is a DFT calculation (ωB97M-V with the def2-TZVPD basis set) of one molecule with the formula C5H8N2 in a non-equilibrium geometry.

Geometry as XYZ:
```
15
Properties=species:S:1:pos:R:3:nbo_charge:R:1
C 1.0759 0.3234 -1.4088 -0.63
C 0.4055 -0.0615 -0.0967 0.18
C -0.3662 -1.3667 0.1180 -0.52
C -1.7682 -0.4840 0.3775 0.28
N -2.9577 -0.3997 0.3198 -0.56
C 0.5653 0.6200 1.1975 -0.24
N -0.7410 0.7793 0.5877 -0.53
H 2.0966 -0.0808 -1.5418 0.24
H 0.4759 -0.0305 -2.2577 0.24
H 1.1482 1.4144 -1.4764 0.23
H -0.1097 -1.8696 1.0779 0.22
H -0.2690 -2.0973 -0.7099 0.23
H 1.1015 1.5603 1.1726 0.21
H 0.6146 0.0344 2.1138 0.21
H -1.2718 1.6584 0.5266 0.43
```

Values from the calculation:
molecular weight	96.13	g/mol
multiplicity	1
energy above the lowest of the compared OMol25 structures with the same formula, charge and spin	4.423	eV
gap between HOMO and LUMO	7.98	eV
total energy	-304.67295	hartree

=====

The following is a DFT calculation (ωB97M-V with the def2-TZVPD basis set) of one molecule with the formula C5H11NO.

Geometry as XYZ:
```
18
Properties=species:S:1:pos:R:3:nbo_charge:R:1
C 2.6450 0.5284 -0.2577 -0.41
N 1.5765 -0.4659 -0.3415 -0.64
C 0.5178 -0.2012 0.5114 0.70
O 0.6980 0.0463 1.6875 -0.59
C -0.8412 -0.0805 -0.1677 -0.31
C -1.5627 -1.4258 -0.1938 -0.60
C -1.6440 1.0231 0.5147 -0.60
H 2.2142 1.5098 -0.0220 0.19
H 3.1472 0.5898 -1.2258 0.20
H 3.3676 0.2864 0.5219 0.21
H 1.2842 -0.6602 -1.2879 0.37
H -0.6419 0.2325 -1.2019 0.19
H -1.7846 -1.7542 0.8267 0.22
H -0.9520 -2.1971 -0.6779 0.21
H -2.5028 -1.3413 -0.7469 0.21
H -2.6107 1.1515 0.0169 0.21
H -1.8050 0.7810 1.5683 0.23
H -1.1056 1.9772 0.4757 0.21
```

Values from the calculation:
molecular weight	101.15	g/mol
multiplicity	1
energy above the lowest of the compared OMol25 structures with the same formula, charge and spin	0.542	eV
gap between HOMO and LUMO	10.42	eV
total energy	-327.11143	hartree
SMILES	CNC(=O)C(C)C

=====

The following is a DFT calculation (ωB97M-V with the def2-TZVPD basis set) of one molecule with the formula C5H6O2.

Geometry as XYZ:
```
13
Properties=species:S:1:pos:R:3:nbo_charge:R:1
O 1.1606 1.6084 -0.3023 -0.62
C 1.7955 0.6153 0.2328 0.38
C 1.3787 -0.6731 0.5513 -0.54
C 0.1487 -1.3282 0.7030 0.01
C -1.2351 -0.7577 0.5272 -0.67
C -1.7581 0.1244 -0.5799 0.48
O -1.1497 0.9664 -1.2179 -0.57
H 0.2554 1.3317 -0.6421 0.51
H 2.8263 0.8899 0.4695 0.17
H 2.2387 -1.2610 0.8851 0.21
H -1.3966 -0.1911 1.4633 0.29
H -1.9678 -1.5759 0.5894 0.23
H -2.8213 -0.0448 -0.8355 0.13
```

Values from the calculation:
molecular weight	98.10	g/mol
multiplicity	1
energy above the lowest of the compared OMol25 structures with the same formula, charge and spin	4.221	eV
gap between HOMO and LUMO	7.11	eV
total energy	-344.44678	hartree